Record 1
9
Properties=species:S:1:pos:R:3:mulliken_charge:R:1 method="wB97M-V/def2-TZVPD" charge=-1 s2=0.754 homo_lumo_gap_ha="0.19389 / 0.30055" lumo_energy_ev="5.147 / 4.737" e_tot_ha=-209.10766 spin_multiplicity=2
C -0.840 -0.496 -0.491 -0.92
C 0.180 0.016 0.507 -0.24
N 1.247 0.752 -0.226 -0.77
O 0.362 -0.526 1.633 -0.48
H -0.925 0.232 -1.286 0.33
H -1.798 -0.677 -0.018 0.29
H -0.490 -1.435 -0.935 0.26
H 2.023 0.813 0.436 0.31
H 0.241 1.321 0.379 0.22

---

Record 2
21
Properties=species:S:1:pos:R:3:mulliken_charge:R:1 method="wB97M-V/def2-TZVPD" homo_lumo_gap_ha=0.32767 lumo_energy_ev=0.374 e_tot_ha=-746.59136 smiles=CCSC.O.O.O
C -1.549 0.076 -1.966 -1.17
C -0.446 0.099 -0.914 -0.26
S -0.750 1.421 0.284 -0.15
C 0.247 0.907 1.698 -0.74
H -1.298 -0.637 -2.752 0.37
H -1.743 1.040 -2.434 0.32
H -2.462 -0.281 -1.495 0.27
H 0.577 0.038 -1.270 0.38
H -0.629 -0.802 -0.309 0.23
H -0.372 1.014 2.589 0.38
H 0.534 -0.138 1.614 0.20
H 1.114 1.553 1.798 0.26
H -2.468 -0.117 1.108 0.28
H -3.886 -0.248 1.622 0.28
O -3.234 -0.718 1.092 -0.63
H 2.925 -2.525 -0.093 0.29
H 1.505 -1.925 -0.080 0.30
O 2.432 -1.695 -0.198 -0.64
H 3.808 1.340 -0.368 0.29
H 2.751 0.325 0.020 0.33
O 2.945 1.274 0.053 -0.59

---

Record 3
76
Properties=species:S:1:pos:R:3:mulliken_charge:R:1 method="wB97M-V/def2-TZVPD" charge=+1 s2=6.036 homo_lumo_gap_ha="0.29895 / 0.22024" lumo_energy_ev="-2.902 / -5.661" e_tot_ha=-2823.58822 spin_multiplicity=5
Pt -0.305 0.052 -0.911 1.11
C 2.245 -3.973 -4.745 -1.66
C 1.621 -3.629 -3.406 0.84
S 0.456 -2.377 -3.552 -0.14
C 1.972 -4.287 -2.264 -0.36
C 3.027 -5.350 -2.315 -1.73
S 1.298 -1.519 -1.112 -0.20
H 1.848 -3.347 -5.540 0.46
H 2.062 -5.014 -5.010 0.39
H 3.322 -3.809 -4.700 0.39
H 3.182 -5.724 -3.323 0.49
H 2.753 -6.190 -1.677 0.42
H 3.983 -4.957 -1.960 0.30
O 0.495 -2.906 -0.805 -0.28
C 1.254 -4.181 -0.919 0.78
C 2.238 -4.197 0.258 -0.62
C 1.613 -4.306 1.649 -0.88
C 1.105 -5.715 1.971 -0.67
C -0.281 -6.067 1.405 -0.66
C -0.694 -5.223 0.211 -0.62
N 0.299 -5.226 -0.873 -0.22
H 2.840 -3.286 0.190 0.54
H 2.918 -5.036 0.125 0.40
H 0.829 -3.557 1.781 0.18
H 2.397 -4.052 2.364 0.50
H 1.089 -5.846 3.053 0.38
H 1.841 -6.430 1.596 0.29
H -1.045 -5.936 2.175 0.36
H -0.297 -7.121 1.123 0.30
H -0.899 -4.198 0.527 0.17
H -1.625 -5.607 -0.208 0.60
H -0.125 -5.378 -1.777 0.40
C -3.815 0.862 -0.168 -1.39
C -3.305 2.218 -0.636 1.60
C -4.457 3.198 -0.814 -1.81
C -2.530 2.091 -1.938 -0.91
O -2.475 2.745 0.412 -0.25
Si -0.913 3.025 0.673 0.25
S -0.043 1.027 1.074 -0.63
O -0.707 3.941 1.968 -0.57
C -0.807 3.793 3.405 1.67
C 0.511 3.237 3.922 -1.48
C -1.973 2.876 3.741 -1.52
C -1.048 5.196 3.940 -1.67
O -0.212 3.678 -0.616 0.30
C 1.138 4.057 -0.979 1.60
C 1.023 5.426 -1.630 -1.78
C 2.026 4.118 0.255 -1.47
C 1.656 3.025 -1.971 -1.42
H -4.535 0.454 -0.877 0.44
H -4.298 0.960 0.804 0.34
H -2.990 0.148 -0.066 0.14
H -5.145 2.844 -1.582 0.45
H -4.080 4.178 -1.104 0.40
H -5.003 3.304 0.123 0.37
H -3.188 1.754 -2.738 0.51
H -1.719 1.333 -1.858 -0.24
H -2.050 3.025 -2.221 0.27
H 0.688 2.226 3.553 0.26
H 0.498 3.201 5.012 0.48
H 1.339 3.873 3.610 0.32
H -1.806 1.867 3.357 0.24
H -2.897 3.261 3.310 0.33
H -2.095 2.808 4.822 0.52
H -0.232 5.858 3.649 0.36
H -1.109 5.179 5.028 0.43
H -1.980 5.599 3.545 0.38
H 0.623 6.151 -0.922 0.39
H 0.359 5.379 -2.493 0.35
H 2.002 5.771 -1.963 0.44
H 1.593 4.775 1.008 0.26
H 3.010 4.501 -0.013 0.55
H 2.159 3.125 0.695 0.32
H 1.084 3.057 -2.899 0.33
H 1.584 2.019 -1.548 0.15
H 2.702 3.222 -2.204 0.46

---

Record 4
217
Properties=species:S:1:pos:R:3:mulliken_charge:R:1 method="wB97M-V/def2-TZVPD" homo_lumo_gap_ha=0.32426 lumo_energy_ev=-0.452 e_tot_ha=-5042.42690
C 4.414 5.724 -0.822 -0.69
N 4.672 4.839 0.286 1.03
O 5.305 5.258 1.213 -0.56
O 4.401 3.650 0.126 -0.52
H 5.006 5.318 -1.642 0.32
H 4.504 6.756 -0.483 0.31
H 3.344 5.658 -1.020 0.08
C -2.744 -6.192 -1.992 -0.16
N -2.579 -6.871 -3.286 0.88
O -3.595 -7.053 -4.024 -0.53
O -1.387 -7.002 -3.688 -0.52
H -3.156 -6.928 -1.302 0.36
H -3.400 -5.333 -2.127 0.31
H -1.762 -5.856 -1.658 -0.39
C -0.786 1.072 -4.735 0.03
N -2.202 0.516 -4.667 0.98
O -2.735 0.429 -5.737 -0.62
O -2.631 0.234 -3.519 -0.45
H -0.674 1.788 -3.922 -0.15
H -0.566 1.405 -5.750 0.40
H -0.103 0.266 -4.466 -0.35
C 2.257 2.409 -2.043 -0.85
O 1.737 1.602 -3.138 0.96
C 2.538 1.670 -4.272 -0.65
C 2.088 2.871 -5.185 -1.00
O 1.623 2.366 -6.443 -0.17
C 1.363 3.411 -7.355 -0.96
H 3.015 2.030 -1.357 -0.01
H 1.305 2.525 -1.525 -0.11
H 2.450 3.460 -2.255 0.29
H 2.463 0.695 -4.753 -0.03
H 3.594 1.751 -4.014 0.52
H 2.972 3.452 -5.447 0.67
H 1.286 3.439 -4.716 0.45
H 2.005 4.271 -7.163 0.34
H 0.394 3.881 -7.183 0.36
H 1.516 3.135 -8.398 0.25
C -4.766 4.813 1.383 -0.70
O -3.823 3.774 1.419 0.06
C -3.244 3.303 0.169 0.76
C -4.208 2.356 -0.496 -0.36
O -5.369 3.053 -1.010 -0.42
C -6.226 2.275 -1.868 -0.82
H -5.721 4.532 0.940 0.23
H -4.513 5.730 0.851 0.08
H -4.923 5.048 2.436 0.27
H -2.343 2.722 0.365 -0.44
H -2.972 4.109 -0.512 -0.04
H -4.504 1.626 0.257 0.29
H -3.694 1.834 -1.302 0.30
H -6.913 1.693 -1.254 0.34
H -5.697 1.640 -2.578 0.25
H -6.870 3.020 -2.336 0.29
C 5.195 3.383 4.328 -0.90
O 4.272 2.443 3.770 0.00
C 4.212 1.138 4.472 -1.12
C 3.167 0.144 3.780 0.55
O 3.574 -0.224 2.471 -0.05
C 3.875 0.817 1.565 0.27
H 5.171 4.259 3.680 0.17
H 6.239 3.082 4.249 0.35
H 5.038 3.770 5.335 0.35
H 4.081 1.332 5.537 0.52
H 5.156 0.619 4.302 0.41
H 2.190 0.626 3.827 -0.45
H 3.124 -0.784 4.350 0.19
H 3.901 0.502 0.522 -0.23
H 4.856 1.264 1.725 0.43
H 3.206 1.670 1.677 -0.37
C -1.789 -2.904 -4.151 -0.95
O -0.355 -2.743 -3.882 0.24
C 0.419 -3.547 -4.782 -0.17
C 0.527 -2.959 -6.198 -0.99
O 0.888 -1.625 -6.165 0.12
C 1.576 -1.218 -7.358 -0.87
H -2.064 -2.350 -5.050 0.27
H -2.421 -2.461 -3.381 0.19
H -2.147 -3.925 -4.282 0.31
H 0.066 -4.577 -4.840 0.40
H 1.396 -3.602 -4.303 -0.23
H -0.382 -3.139 -6.771 0.29
H 1.313 -3.486 -6.739 0.63
H 2.645 -1.389 -7.233 0.39
H 1.392 -0.154 -7.507 -0.02
H 1.180 -1.575 -8.309 0.40
C 4.244 -3.249 1.431 -0.28
O 4.194 -4.654 1.035 0.12
C 5.426 -5.254 0.747 -0.42
C 6.220 -5.483 2.062 -0.81
O 6.745 -4.309 2.722 -0.32
C 7.909 -3.884 2.164 -0.78
H 4.515 -3.215 2.487 0.47
H 3.335 -2.647 1.439 -0.57
H 5.010 -2.709 0.875 0.33
H 6.045 -4.825 -0.041 0.28
H 5.170 -6.281 0.488 0.23
H 7.001 -6.204 1.818 0.51
H 5.584 -5.941 2.818 0.27
H 7.847 -3.725 1.087 0.31
H 8.739 -4.547 2.407 0.32
H 8.186 -2.922 2.595 0.26
C 1.042 -3.387 3.993 -0.72
O 0.618 -2.034 4.124 0.29
C 0.763 -1.599 5.494 -0.65
C -0.515 -1.812 6.403 -0.59
O -0.682 -3.194 6.849 -0.37
C -1.908 -3.304 7.551 -0.83
H 2.043 -3.666 4.321 0.41
H 1.080 -3.641 2.933 -0.09
H 0.365 -4.030 4.556 0.30
H 0.855 -0.516 5.415 0.12
H 1.654 -1.889 6.050 0.51
H -1.416 -1.545 5.851 0.16
H -0.411 -1.109 7.229 0.54
H -1.868 -2.791 8.512 0.35
H -2.373 -4.266 7.765 0.33
H -2.756 -2.775 7.116 0.27
C -0.534 5.041 -2.129 -0.49
O -1.519 5.927 -2.566 -0.31
C -1.048 7.219 -3.007 -0.52
C -2.095 8.326 -2.924 -0.57
O -2.422 8.754 -1.588 -0.44
C -2.765 7.758 -0.630 -0.65
H 0.212 4.739 -2.864 0.58
H -1.031 4.112 -1.850 -0.24
H -0.058 5.492 -1.258 0.37
H -0.873 7.096 -4.076 0.33
H -0.094 7.384 -2.507 0.36
H -3.033 8.070 -3.417 0.32
H -1.625 9.146 -3.467 0.35
H -3.310 8.236 0.184 0.43
H -1.907 7.228 -0.215 0.18
H -3.531 7.034 -0.908 0.27
O 0.255 1.558 1.080 -0.46
C 0.212 0.527 0.418 -0.28
O -0.189 0.527 -0.867 -0.04
C -0.303 -0.787 -1.401 0.92
C 0.494 -1.642 -0.472 2.01
C 0.480 -0.912 0.876 3.72
H -0.057 -0.821 -2.463 -1.25
H -1.346 -1.064 -1.248 0.02
H 1.487 -1.894 -0.846 -1.18
H -0.020 -2.595 -0.349 -0.53
H 1.518 -0.880 1.206 -1.55
H -0.156 -1.217 1.707 -1.62
O 2.264 6.619 1.406 -0.70
C 1.406 5.832 1.760 0.30
O 0.136 5.965 1.454 -0.36
C -0.610 4.934 2.033 0.68
C 0.189 4.298 3.146 0.53
C 1.610 4.606 2.689 0.54
H -0.807 4.178 1.272 -0.60
H -1.540 5.352 2.420 0.37
H -0.024 3.236 3.263 -0.86
H 0.090 4.756 4.130 0.44
H 2.039 3.727 2.209 -0.80
H 2.276 4.866 3.512 0.37
O -5.736 -0.400 3.372 -0.73
C -4.905 -1.190 2.955 0.41
O -4.688 -2.339 3.588 -0.47
C -3.864 -3.252 2.855 -0.58
C -3.018 -2.297 1.952 0.95
C -3.933 -1.044 1.818 1.15
H -4.495 -3.882 2.228 0.22
H -3.199 -3.890 3.437 0.40
H -2.758 -2.774 1.007 0.28
H -2.101 -1.943 2.423 -0.93
H -4.564 -0.992 0.931 -0.11
H -3.316 -0.170 2.023 -0.57
O -5.539 -2.669 -0.704 -0.50
C -6.733 -2.457 -0.687 0.41
O -7.454 -2.122 -1.827 -0.39
C -8.708 -1.530 -1.530 -0.28
C -8.891 -1.783 -0.044 -0.84
C -7.672 -2.349 0.510 0.29
H -9.533 -1.910 -2.132 0.32
H -8.789 -0.468 -1.760 0.18
H -9.776 -2.364 0.216 0.32
H -9.064 -0.861 0.512 0.33
H -7.810 -3.347 0.926 0.35
H -7.241 -1.654 1.231 -0.17
O -3.190 4.730 4.894 -0.67
C -2.592 3.611 4.986 0.24
O -1.779 3.204 5.912 -0.37
C -1.291 1.885 5.700 -0.38
C -2.048 1.274 4.565 0.63
C -2.743 2.448 3.952 0.73
H -1.480 1.319 6.612 0.28
H -0.238 1.817 5.426 0.21
H -2.689 0.492 4.970 0.26
H -1.411 0.772 3.838 -0.57
H -3.791 2.294 3.696 0.65
H -2.158 2.737 3.079 -0.94
O -1.227 -4.960 0.524 -0.51
C -0.135 -5.518 0.546 0.59
O 0.376 -5.979 1.740 -0.41
C 1.518 -6.823 1.525 0.08
C 1.434 -7.074 0.037 -0.80
C 0.831 -5.810 -0.574 0.51
H 1.419 -7.677 2.195 0.35
H 2.443 -6.302 1.775 -0.15
H 0.984 -8.001 -0.320 0.31
H 2.452 -7.158 -0.343 0.32
H 0.314 -5.922 -1.527 0.18
H 1.578 -5.034 -0.739 -0.32
O 6.395 -3.713 -2.584 -0.69
C 5.412 -2.962 -2.535 0.25
O 5.431 -1.861 -1.852 -0.41
C 4.144 -1.234 -1.938 0.90
C 3.603 -1.718 -3.220 0.58
C 4.070 -3.151 -3.199 0.23
H 4.318 -0.159 -1.981 -0.01
H 3.602 -1.582 -1.059 -0.80
H 4.112 -1.195 -4.030 0.49
H 2.523 -1.617 -3.330 -0.67
H 4.151 -3.667 -4.156 0.58
H 3.373 -3.672 -2.544 -0.35